[1]
Here is a molecular structure, C14H18Cl2F5NNaO2Si2 from OMol25. Energies are from ωB97M-V with the def2-TZVPD basis set.

Each line ends with the natural charge from an NBO analysis.
CARTESIAN COORDINATES (ANGSTROEM)
C1 5.0558 -0.6593 0.2576  -0.6684
C2 4.8338 0.6438 -0.4451  0.0392
Cl1 5.9861 0.9857 -1.6799  0.0600
C3 3.8486 1.5108 -0.2118  -0.5694
Cl2 3.6905 2.9897 -1.1117  -0.0129
Si1 2.5362 1.2665 1.0720  1.4176
O1 1.0282 1.3813 0.3410  -1.2686
Si2 0.7149 0.4563 -1.0348  1.6001
C4 0.7519 -1.3822 -0.7054  -0.9371
C5 -0.5818 -2.0517 -0.4794  0.0911
O2 -1.3344 -1.8986 -1.6779  -0.7286
C6 -0.4352 -3.5571 -0.1676  -0.2398
N1 0.4800 -3.9357 0.8906  -0.8221
C7 -0.9252 1.1598 -1.7601  0.3512
F1 -0.6488 2.5608 -1.9914  -0.4442
F2 -1.1860 0.6778 -2.9753  -0.3057
C8 -2.1241 1.0949 -0.8693  -0.1623
C9 -3.2947 0.4529 -1.2861  -0.1468
C10 -4.3943 0.3807 -0.4403  -0.2029
C11 -4.3505 0.9370 0.8348  -0.1501
C12 -3.1896 1.5842 1.2473  -0.1550
C13 -3.0910 2.2102 2.6050  0.9695
F3 -3.3230 3.5180 2.5633  -0.3153
F4 -1.8548 2.0623 3.1192  -0.3305
F5 -3.9405 1.6799 3.4622  -0.3044
C14 -2.0860 1.6636 0.4025  -0.1346
H1 6.0645 -0.9869 0.0481  0.2574
H2 4.3688 -1.4014 -0.1371  0.2390
H3 4.9639 -0.5760 1.3318  0.2418
H4 2.6165 2.3845 2.0303  -0.1769
H5 2.6381 0.0014 1.8094  -0.1757
H6 1.7521 0.7811 -2.0366  -0.1932
H7 1.3507 -1.5343 0.1899  0.2538
H8 1.2394 -1.8657 -1.5496  0.2628
H9 -1.1435 -1.6012 0.3471  0.1608
H10 -2.0960 -2.4815 -1.6028  0.4793
H11 -1.4222 -3.9614 0.0517  0.1900
H12 -0.0989 -4.0114 -1.0958  0.2009
H13 0.4194 -3.3379 1.7022  0.3570
H14 1.4304 -3.9826 0.5635  0.3611
H15 -3.3290 0.0144 -2.2682  0.2422
H16 -5.2915 -0.1120 -0.7755  0.2335
H17 -5.1871 0.8744 1.5093  0.2424
H18 -1.2046 2.1622 0.7713  0.2122
Na1 0.7629 3.9029 -0.8488  0.9810

Computed properties:
Net charge: +1
Kohn-Sham gap: 8.10 eV

[2]
Here is a molecular structure, C14H18ClGdIn from OMol25. Energies are from ωB97M-V with the def2-TZVPD basis set.

Each line ends with the Löwdin charge.
CARTESIAN COORDINATES (ANGSTROEM)
Gd1 -0.1084 0.7547 0.4781  0.8694
Cl1 -2.4060 0.7433 -0.4692  0.1948
C1 0.5203 2.2008 -0.9598  -0.3535
H1 1.5828 1.9341 -0.9666  -0.0117
H2 0.3534 3.1954 -0.6111  -0.0315
H3 0.0521 1.9732 -1.8933  -0.0369
In1 -2.8386 1.5893 1.7033  0.3543
C2 -3.6623 0.0376 2.8144  -0.2601
C3 -3.9381 3.3324 1.6458  -0.2630
C4 -0.8037 1.9148 2.1165  -0.4526
H4 -3.3015 4.1030 2.0769  -0.0214
H5 -4.2198 3.5574 0.6255  -0.0247
H6 -4.7984 3.1179 2.2784  -0.0270
H7 -2.9472 -0.1841 3.6049  -0.0233
H8 -4.5829 0.4656 3.2140  -0.0265
H9 -3.8503 -0.8226 2.1827  -0.0237
H10 -0.4151 2.9132 2.0641  -0.0279
H11 -0.5926 1.2428 2.9379  -0.0458
C5 4.0922 -2.6587 -0.1802  -0.1050
C6 3.5117 -1.7603 0.7295  -0.1036
C7 2.3380 -1.1046 0.4119  -0.0885
C8 1.7026 -1.3322 -0.8345  -0.2146
C9 0.5131 -0.6892 -1.2025  -0.2896
C10 -0.0920 -0.8898 -2.3916  -0.1485
C11 0.4928 -1.7992 -3.3179  -0.0876
C12 1.6567 -2.4601 -3.0083  -0.0670
C13 2.2992 -2.2529 -1.7673  -0.1817
C14 3.4958 -2.9000 -1.4079  -0.0533
H12 5.0141 -3.1657 0.0820  0.0888
H13 3.9852 -1.5768 1.6884  0.0924
H14 1.8841 -0.3990 1.1260  0.0181
H15 -1.0024 -0.3726 -2.6676  0.0629
H16 0.0091 -1.9620 -4.2782  0.0906
H17 2.1073 -3.1520 -3.7135  0.0973
H18 3.9486 -3.5936 -2.1108  0.1002

Computed properties:
Net charge: -1
Multiplicity: 8
⟨S²⟩: 15.8464
Energy above the lowest of the compared OMol25 structures with the same formula, charge and spin: 111.67 kcal/mol
Kohn-Sham gap (spin up / spin down): 3.61 / 6.97 eV

[3]
Here is a molecular structure, C14H18CoNO3PSSe2Te3 from OMol25. Energies are from ωB97M-V with the def2-TZVPD basis set.

Each line ends with the natural charge from an NBO analysis.
CARTESIAN COORDINATES (ANGSTROEM)
Co1 -0.4847 -1.7549 0.7092  1.1500
Se1 -1.4038 -1.1813 3.0669  -0.4355
Te1 -2.1051 -3.2106 4.2989  0.0442
Te2 -2.3945 -4.8241 2.1514  0.0534
Se2 -0.2778 -4.2544 0.9923  -0.6781
C1 2.1067 -1.8276 2.7105  -0.6687
C2 2.5725 -1.6189 1.3009  0.2636
C3 3.9573 -1.4535 1.0456  -0.2754
C4 4.3780 -1.2287 -0.2247  -0.1345
C5 3.4410 -1.1728 -1.2810  -0.0174
C6 3.8444 -0.9395 -2.6174  -0.2695
C7 2.8930 -0.9089 -3.5965  -0.1926
C8 1.5386 -1.1140 -3.2879  -0.2544
C9 1.0894 -1.3491 -2.0021  -0.1277
S1 -0.5899 -1.6474 -1.6715  -0.3798
C10 2.0815 -1.3653 -0.9627  0.1087
N1 1.6828 -1.5783 0.3344  -0.5095
H1 2.9591 -1.9589 3.3770  0.2040
H2 1.4588 -2.7034 2.7714  0.2636
H3 1.5258 -0.9690 3.0503  0.2417
H4 4.6529 -1.5042 1.8723  0.2104
H5 5.4299 -1.0917 -0.4502  0.2017
H6 4.8949 -0.7920 -2.8356  0.1980
H7 3.1769 -0.7314 -4.6272  0.2013
H8 0.8032 -1.0998 -4.0830  0.2122
C11 -1.7420 4.3277 1.4027  -0.6286
C12 -1.5699 2.9830 2.0731  -0.0670
O1 -2.4733 2.0295 1.4883  -0.8404
P1 -1.9327 0.9120 0.4763  2.0574
O2 -0.5130 0.5505 0.7994  -1.1798
Te3 -3.4438 -0.9535 0.6813  -0.2495
O3 -2.0134 1.6407 -0.9344  -0.8465
C13 -2.8404 1.2441 -2.0403  -0.0606
C14 -4.1858 1.9268 -1.9684  -0.6363
H9 -1.0820 5.0697 1.8577  0.2023
H10 -2.7699 4.6797 1.4961  0.2058
H11 -1.4993 4.2567 0.3421  0.2170
H12 -1.8213 3.0249 3.1337  0.1804
H13 -0.5471 2.6153 1.9835  0.2025
H14 -2.9273 0.1569 -2.0508  0.2145
H15 -2.2781 1.5349 -2.9272  0.1868
H16 -4.6965 1.6653 -1.0407  0.2224
H17 -4.8148 1.6040 -2.8008  0.2073
H18 -4.0801 3.0117 -2.0131  0.2021

Computed properties:
Net charge: -1
Multiplicity: 5
⟨S²⟩: 6.0216
Energy above the lowest of the compared OMol25 structures with the same formula, charge and spin: 0.80 kcal/mol
Kohn-Sham gap (spin up / spin down): 6.11 / 5.43 eV

[4]
Here is a molecular structure, C14H18CrN2O2 from OMol25. Energies are from ωB97M-V with the def2-TZVPD basis set.

Each line ends with the natural charge from an NBO analysis.
CARTESIAN COORDINATES (ANGSTROEM)
C1 2.9190 -2.1075 -3.2778  -0.6017
C2 2.1532 -3.3821 -2.9150  -0.6076
H1 2.4235 -1.5819 -4.0937  0.2014
H2 3.9202 -2.3778 -3.6155  0.2041
H3 3.0367 -1.4130 -2.4495  0.1976
H4 1.2063 -3.1991 -2.4164  0.2120
H5 1.9490 -3.9346 -3.8349  0.2011
H6 2.7497 -4.0308 -2.2751  0.1996
C3 0.5635 2.4613 -0.5121  0.0827
C4 0.0237 3.7265 -0.7500  -0.3041
C5 -1.2411 4.0445 -0.2373  -0.1787
C6 -1.9492 3.0884 0.4835  -0.2068
H7 1.5501 2.1373 -0.8520  0.2117
H8 0.6058 4.4447 -1.3217  0.2254
H9 -1.6733 5.0302 -0.4028  0.2207
H10 -2.9425 3.2651 0.8969  0.2190
N1 -0.1176 1.5403 0.1989  -0.5363
C7 -1.3609 1.8333 0.6797  0.1344
C8 -1.9634 0.7200 1.3750  0.1167
N2 -1.1580 -0.3882 1.4404  -0.5664
C9 -1.6367 -1.5070 2.0292  0.0704
C10 -3.7605 -0.4359 2.4743  -0.1895
C11 -2.9370 -1.5689 2.5389  -0.2992
H11 -0.9386 -2.3480 2.0793  0.1999
H12 -3.2962 -2.4943 2.9765  0.2240
C12 -3.2599 0.7302 1.8982  -0.1979
H13 -3.8367 1.6517 1.7924  0.2168
H14 -4.7815 -0.4534 2.8491  0.2202
Cr1 0.7019 -0.2131 0.6796  1.4202
C13 0.7899 -1.3440 -0.9529  -1.0263
H15 -0.1241 -1.3085 -1.5481  0.2168
H16 0.9576 -2.3788 -0.6392  0.2088
H17 1.6192 -1.0253 -1.5814  0.2138
O1 2.6679 0.0564 1.2492  -0.7686
C14 2.4627 0.7186 2.3474  0.6343
O2 1.3182 0.9937 2.7918  -0.6788
H18 3.3593 1.0497 2.8949  0.1104

Computed properties:
Net charge: 0
Multiplicity: 5
⟨S²⟩: 6.0779
Energy above the lowest of the compared OMol25 structures with the same formula, charge and spin: 0.00 kcal/mol
Kohn-Sham gap (spin up / spin down): 5.29 / 8.64 eV